Entry 1:
{
  "formula": "C31H32FeN3OS2Sb",
  "method": "wB97M-V/def2-TZVPD",
  "symbols": ["Fe", "C", "S", "C", "S", "N", "N", "C", "C", "C", "C", "C", "C", "N", "H", "H", "H", "H", "H", "H", "H", "H", "C", "C", "O", "H", "H", "H", "C", "C", "C", "C", "C", "C", "C", "Sb", "C", "C", "C", "C", "C", "C", "C", "C", "C", "C", "C", "C", "C", "C", "H", "H", "H", "H", "H", "H", "H", "H", "H", "H", "H", "H", "H", "H", "H", "H", "H", "H", "H", "H", "H"],
  "positions_angstrom": [[0.13, 0.13, 0.46], [-2.16, 0.27, 5.15], [-2.52, -1.17, 4.12], [-1.59, -0.86, 2.70], [-0.69, 0.63, 2.51], [-1.68, -1.79, 1.80], [-1.00, -1.47, 0.66], [-1.03, -2.27, -0.33], [-0.22, -1.89, -1.49], [-0.17, -2.64, -2.65], [0.64, -2.21, -3.69], [1.37, -1.04, -3.53], [1.26, -0.34, -2.34], [0.49, -0.75, -1.34], [-2.75, 0.12, 6.06], [-1.11, 0.31, 5.41], [-2.47, 1.19, 4.67], [-1.60, -3.20, -0.30], [-0.76, -3.54, -2.73], [0.70, -2.78, -4.61], [2.01, -0.67, -4.31], [1.79, 0.59, -2.19], [2.96, 1.68, 1.03], [1.86, 0.70, 0.90], [1.91, -0.49, 1.14], [3.79, 1.28, 1.60], [2.58, 2.60, 1.48], [3.30, 1.94, 0.02], [-0.47, 4.27, 1.42], [-1.92, 4.34, 1.02], [-2.73, 5.36, 1.52], [-4.06, 5.48, 1.13], [-4.61, 4.58, 0.24], [-3.82, 3.55, -0.26], [-2.50, 3.42, 0.14], [-1.31, 1.90, -0.72], [-0.23, 3.05, -2.15], [1.15, 3.02, -2.00], [1.98, 3.75, -2.84], [1.42, 4.50, -3.86], [0.04, 4.52, -4.02], [-0.81, 3.81, -3.17], [-2.30, 3.94, -3.36], [-2.62, 0.65, -1.84], [-2.23, 0.35, -3.14], [-2.88, -0.65, -3.85], [-3.92, -1.35, -3.25], [-4.30, -1.04, -1.95], [-3.67, -0.04, -1.23], [-4.15, 0.31, 0.16], [-0.24, 5.02, 2.17], [0.17, 4.46, 0.55], [-0.22, 3.29, 1.83], [-2.31, 6.08, 2.21], [-4.66, 6.29, 1.53], [-5.64, 4.67, -0.07], [-4.25, 2.85, -0.97], [1.59, 2.42, -1.21], [3.06, 3.73, -2.70], [2.04, 5.07, -4.53], [-0.40, 5.11, -4.81], [-2.54, 4.22, -4.38], [-2.69, 4.73, -2.70], [-2.84, 3.02, -3.12], [-1.42, 0.89, -3.61], [-2.58, -0.87, -4.87], [-4.43, -2.13, -3.79], [-5.12, -1.58, -1.49], [-4.65, -0.54, 0.62], [-4.84, 1.15, 0.14], [-3.32, 0.59, 0.82]],
  "lowdin_charge": [0.112, -0.423, 0.907, -1.029, 0.709, -0.054, -0.096, -0.011, -0.227, 0.008, -0.024, -0.017, -0.086, 0.031, 0.040, 0.033, 0.026, 0.147, 0.129, 0.122, 0.119, 0.102, -0.008, -0.422, 0.035, 0.100, 0.093, 0.087, -0.062, -0.295, -0.035, -0.060, -0.068, -0.144, -0.307, 1.641, -0.301, -0.171, -0.075, -0.060, -0.033, -0.282, -0.042, -0.323, -0.139, -0.081, -0.064, -0.035, -0.301, -0.048, 0.086, 0.079, 0.025, 0.116, 0.111, 0.111, 0.092, 0.042, 0.108, 0.112, 0.118, 0.088, 0.092, 0.052, 0.099, 0.110, 0.110, 0.119, 0.092, 0.079, 0.040],
  "s2": 0.81,
  "spin_multiplicity": 2,
  "e_tot_ev": -101773.2994,
  "charge": 1
}


Entry 2:
{
  "formula": "C33H39N3O9S",
  "method": "wB97M-V/def2-TZVPD",
  "symbols": ["C", "C", "C", "C", "C", "C", "C", "C", "C", "C", "C", "C", "C", "C", "C", "C", "C", "O", "N", "C", "C", "C", "S", "O", "O", "O", "C", "O", "H", "H", "H", "H", "H", "H", "H", "H", "H", "H", "H", "H", "H", "H", "H", "H", "H", "H", "H", "H", "H", "H", "H", "H", "H", "H", "H", "H", "H", "O", "N", "O", "C", "C", "C", "C", "C", "C", "H", "H", "H", "H", "H", "O", "N", "O", "C", "C", "C", "C", "C", "C", "H", "H", "H", "H", "H"],
  "positions_angstrom": [[7.95, 3.46, 3.47], [7.08, 2.34, 2.68], [7.66, 0.85, 2.53], [5.78, 2.63, 2.10], [5.58, 2.74, 0.50], [4.92, 4.15, 0.06], [3.30, 4.14, 0.23], [2.58, 4.96, -0.95], [2.86, 4.53, 1.72], [2.01, 5.88, 1.88], [0.43, 5.56, 1.98], [-0.43, 6.39, 2.98], [-1.96, 6.16, 3.22], [-2.62, 5.02, 2.41], [-1.76, 4.21, 1.39], [-0.26, 4.43, 1.14], [-2.82, 3.20, 0.75], [-2.81, 2.71, -0.39], [-3.84, 3.06, 1.83], [-3.41, 2.24, 3.00], [-3.89, 0.71, 2.97], [-3.74, -0.02, 1.55], [-1.98, -0.32, 1.02], [-1.00, 0.53, 1.81], [-1.82, -0.12, -0.48], [-1.49, -1.92, 1.30], [-4.10, 4.43, 2.37], [-5.20, 4.89, 2.72], [8.25, 4.26, 2.69], [7.33, 3.96, 4.30], [8.88, 2.99, 3.92], [6.85, 0.16, 2.13], [8.59, 0.88, 1.86], [7.99, 0.48, 3.58], [4.90, 2.75, 2.84], [6.63, 2.69, 0.04], [4.97, 1.83, 0.15], [5.36, 5.00, 0.68], [5.18, 4.28, -1.06], [3.00, 3.03, 0.08], [3.08, 4.62, -1.94], [2.86, 6.06, -0.83], [1.46, 4.77, -1.07], [2.24, 3.68, 2.20], [3.80, 4.63, 2.37], [2.28, 6.32, 2.92], [2.25, 6.71, 1.13], [0.07, 7.22, 3.57], [-2.59, 6.77, 3.94], [0.30, 3.78, 0.40], [-3.90, 2.72, 3.93], [-2.29, 2.24, 3.21], [-4.99, 0.67, 3.29], [-3.25, 0.15, 3.75], [-4.35, 0.48, 0.71], [-4.21, -1.07, 1.67], [-0.53, -1.90, 1.05], [0.73, -5.34, -5.51], [0.81, -4.28, -4.91], [1.81, -3.59, -4.85], [-0.38, -3.81, -4.20], [-1.54, -4.58, -4.20], [-2.66, -4.14, -3.51], [-2.63, -2.94, -2.82], [-1.47, -2.16, -2.82], [-0.34, -2.59, -3.51], [-1.58, -5.52, -4.74], [-3.57, -4.74, -3.50], [-3.50, -2.60, -2.27], [-1.45, -1.22, -2.28], [0.55, -1.98, -3.50], [-5.15, -6.21, -2.36], [-5.70, -7.30, -2.44], [-6.86, -7.51, -2.13], [-4.90, -8.43, -2.92], [-3.56, -8.24, -3.24], [-2.80, -9.32, -3.67], [-3.38, -10.58, -3.79], [-4.73, -10.76, -3.48], [-5.49, -9.69, -3.04], [-3.09, -7.27, -3.15], [-1.75, -9.19, -3.92], [-2.79, -11.42, -4.13], [-5.18, -11.75, -3.58], [-6.54, -9.85, -2.80]],
  "lowdin_charge": [-0.084, -0.294, -0.092, -0.107, -0.188, -0.168, -0.346, -0.095, -0.180, -0.164, -0.121, -0.007, 0.022, -0.037, -0.015, 0.069, -0.299, 0.095, -0.028, -0.175, -0.173, -0.209, 0.767, -0.351, -0.363, -0.212, -0.307, 0.094, 0.084, 0.078, 0.069, 0.079, 0.072, 0.089, 0.103, 0.112, 0.102, 0.115, 0.109, 0.130, 0.086, 0.080, 0.068, 0.122, 0.094, 0.113, 0.109, 0.096, 0.104, 0.103, 0.147, 0.126, 0.129, 0.131, 0.132, 0.122, 0.099, 0.064, -0.349, 0.069, -0.149, -0.009, -0.065, -0.054, -0.058, 0.004, 0.112, 0.084, 0.112, 0.076, 0.119, 0.057, -0.340, 0.080, -0.141, 0.003, -0.062, -0.070, -0.066, -0.001, 0.105, 0.111, 0.109, 0.109, 0.120],
  "smiles": "CC(C)=CCC[C@H](C)CCc1ccc2c(c1)C(=O)N(CCCS(=O)(=O)O)C2=O.O=[N+]([O-])c1ccccc1.O=[N+]([O-])c1ccccc1",
  "spin_multiplicity": 1,
  "e_tot_ev": -68569.8259,
  "charge": 0
}


Entry 3:
{
  "formula": "C21H27BFeNO3",
  "method": "wB97M-V/def2-TZVPD",
  "symbols": ["C", "C", "N", "C", "C", "C", "C", "C", "C", "C", "C", "C", "B", "H", "H", "H", "H", "H", "H", "H", "H", "H", "H", "H", "H", "H", "H", "H", "H", "H", "H", "H", "H", "O", "C", "Fe", "C", "O", "C", "O", "C", "C", "C", "C", "C", "C", "C", "H", "H", "H", "H", "H", "H", "H"],
  "positions_angstrom": [[-2.13, -4.10, 0.64], [-1.09, -3.00, 0.46], [-1.29, -1.84, 1.44], [-1.43, -2.41, 2.82], [-0.38, -3.21, 3.28], [-0.48, -3.80, 4.55], [-1.62, -3.59, 5.33], [-2.66, -2.79, 4.85], [-2.57, -2.19, 3.58], [-0.02, -0.98, 1.41], [-0.10, 0.09, 2.48], [0.20, -0.35, 0.05], [-2.55, -0.93, 0.94], [-2.26, -0.42, -0.17], [-2.07, -4.76, -0.24], [-1.94, -4.72, 1.52], [-3.14, -3.70, 0.70], [-0.08, -3.40, 0.62], [-1.14, -2.57, -0.54], [0.51, -3.38, 2.66], [0.34, -4.42, 4.91], [-1.69, -4.05, 6.32], [-3.55, -2.62, 5.45], [-3.38, -1.57, 3.20], [0.81, -1.67, 1.63], [0.81, 0.70, 2.43], [-0.96, 0.75, 2.32], [-0.16, -0.32, 3.50], [1.18, 0.14, 0.04], [0.18, -1.08, -0.77], [-0.55, 0.42, -0.15], [-3.53, -1.62, 0.78], [-2.74, -0.03, 1.73], [5.11, 4.69, -2.96], [4.13, 4.08, -3.05], [2.67, 3.10, -2.96], [3.63, 1.63, -2.60], [4.25, 0.75, -2.16], [2.58, 3.47, -1.22], [2.66, 3.57, -0.07], [0.62, 2.02, -3.02], [-0.27, 3.11, -2.86], [0.13, 4.40, -3.06], [1.48, 4.70, -3.46], [2.06, 4.14, -4.65], [1.77, 2.85, -5.08], [1.49, 1.85, -4.12], [0.49, 1.14, -2.37], [-1.28, 2.90, -2.48], [-0.55, 5.24, -2.87], [1.90, 5.66, -3.11], [2.73, 4.78, -5.24], [2.03, 2.54, -6.09], [1.86, 0.83, -4.32]],
  "lowdin_charge": [-0.062, -0.183, -0.150, -0.238, -0.039, -0.060, -0.075, -0.052, -0.005, -0.363, -0.041, -0.097, -0.334, 0.036, 0.086, 0.082, 0.073, 0.120, 0.110, 0.118, 0.108, 0.107, 0.111, 0.105, 0.129, 0.086, 0.076, 0.091, 0.077, 0.076, 0.058, 0.034, 0.033, 0.227, -0.098, 0.216, -0.052, 0.219, -0.074, 0.213, -0.088, -0.027, -0.017, -0.190, -0.118, -0.069, -0.146, 0.120, 0.145, 0.142, 0.141, 0.153, 0.140, 0.146],
  "s2": 6.10,
  "spin_multiplicity": 5,
  "e_tot_ev": -64898.2994,
  "charge": 1
}


Entry 4:
{
  "formula": "C27H20F4IO4",
  "method": "wB97M-V/def2-TZVPD",
  "symbols": ["F", "C", "C", "C", "F", "C", "C", "C", "C", "C", "C", "C", "C", "F", "C", "C", "F", "C", "C", "H", "H", "H", "H", "H", "H", "H", "H", "H", "C", "C", "C", "O", "C", "O", "C", "I", "C", "C", "C", "C", "C", "C", "C", "O", "O", "H", "H", "H", "H", "H", "H", "H", "H", "H", "H", "H"],
  "positions_angstrom": [[3.27, -4.69, 3.70], [3.28, -4.31, 2.38], [3.89, -5.16, 1.46], [3.92, -4.72, 0.13], [4.49, -5.53, -0.82], [3.38, -3.51, -0.27], [2.72, -2.70, 0.68], [2.09, -1.45, 0.25], [1.04, -0.89, 0.87], [0.23, 0.31, 0.36], [0.08, 1.26, 1.62], [0.36, 2.61, 1.45], [0.18, 3.45, 2.54], [0.45, 4.80, 2.40], [-0.22, 2.96, 3.79], [-0.48, 1.60, 3.91], [-0.75, 1.07, 5.15], [-0.40, 0.73, 2.81], [2.68, -3.10, 2.03], [4.32, -6.10, 1.75], [3.43, -3.17, -1.31], [2.49, -1.01, -0.68], [0.60, -1.28, 1.79], [0.75, 0.86, -0.43], [0.66, 2.99, 0.46], [-0.27, 3.61, 4.66], [-0.67, -0.33, 2.94], [2.23, -2.46, 2.79], [-2.97, 2.07, 0.73], [-3.51, 0.70, 0.48], [-4.99, 0.59, 0.78], [-3.28, 0.29, -0.88], [-1.93, 0.25, -1.21], [-1.71, 0.43, -2.39], [-1.03, -0.09, -0.10], [0.62, -1.71, -2.56], [0.62, 0.19, -3.48], [0.29, 0.00, -4.83], [0.30, 1.08, -5.70], [0.58, 2.38, -5.21], [0.79, 2.58, -3.85], [0.80, 1.49, -2.97], [-1.84, -1.00, 0.77], [-1.62, -2.17, 0.97], [-2.93, -0.34, 1.34], [-1.93, 2.22, 0.38], [-3.60, 2.77, 0.15], [-3.01, 2.37, 1.79], [-5.30, -0.45, 0.60], [-5.17, 0.84, 1.83], [-5.54, 1.27, 0.13], [0.04, -1.01, -5.16], [0.08, 0.90, -6.76], [0.62, 3.22, -5.91], [0.93, 3.59, -3.45], [0.94, 1.68, -1.91]],
  "lowdin_charge": [0.053, -0.221, 0.087, -0.223, 0.055, 0.030, -0.208, -0.121, -0.064, -0.205, -0.148, 0.037, -0.198, 0.066, 0.096, -0.188, 0.069, 0.048, 0.051, 0.139, 0.113, 0.077, 0.102, 0.120, 0.142, 0.146, 0.139, 0.129, 0.041, -0.516, 0.039, 0.110, -0.366, 0.150, 0.106, 1.299, -0.619, -0.192, -0.051, -0.057, -0.062, -0.122, -0.375, 0.226, 0.099, 0.088, 0.124, 0.123, 0.112, 0.114, 0.108, 0.076, 0.118, 0.114, 0.115, 0.073],
  "spin_multiplicity": 1,
  "e_tot_ev": -55472.3981,
  "charge": 1
}


Entry 5:
{
  "formula": "C15H18Cl6N2O3Pd",
  "method": "wB97M-V/def2-TZVPD",
  "symbols": ["Pd", "C", "N", "C", "C", "O", "C", "O", "C", "C", "O", "N", "C", "C", "H", "H", "H", "H", "H", "H", "H", "H", "H", "H", "H", "H", "H", "H", "H", "H", "Cl", "C", "H", "H", "Cl", "C", "C", "C", "Cl", "C", "Cl", "C", "Cl", "C", "Cl"],
  "positions_angstrom": [[-0.55, 1.36, -0.34], [-0.90, 1.45, 4.51], [-1.24, 0.24, 3.77], [-1.69, -0.88, 4.58], [-1.05, 0.19, 2.44], [-0.66, 1.18, 1.82], [-1.40, -1.14, 1.78], [-1.06, -1.27, 0.44], [0.05, -2.07, 0.11], [1.31, -1.26, -0.21], [1.30, -0.03, -0.18], [2.42, -1.95, -0.53], [3.64, -1.23, -0.86], [2.50, -3.39, -0.58], [-1.78, 1.82, 5.04], [-0.12, 1.25, 5.23], [-0.56, 2.21, 3.81], [-2.19, -0.48, 5.46], [-2.42, -1.49, 4.05], [-0.86, -1.51, 4.91], [-0.99, -1.97, 2.38], [-2.50, -1.21, 1.83], [0.25, -2.80, 0.90], [-0.23, -2.62, -0.79], [3.48, -0.17, -0.70], [4.46, -1.58, -0.23], [3.90, -1.40, -1.91], [1.52, -3.85, -0.59], [3.02, -3.69, -1.50], [3.06, -3.79, 0.27], [-3.55, 1.35, 0.09], [-2.16, 2.47, -0.31], [-2.08, 3.13, 0.55], [-2.46, 3.01, -1.20], [-1.91, -0.52, -2.73], [-0.91, 0.80, -3.27], [-0.35, 1.64, -2.32], [0.49, 2.64, -2.81], [1.25, 3.73, -1.69], [0.74, 2.81, -4.17], [1.79, 4.06, -4.73], [0.15, 1.96, -5.09], [0.45, 2.15, -6.78], [-0.69, 0.94, -4.64], [-1.41, -0.14, -5.77]],
  "lowdin_charge": [0.793, -0.020, -0.137, -0.042, -0.389, -0.047, -0.126, -0.157, -0.122, -0.390, -0.007, -0.141, -0.019, -0.038, 0.096, 0.096, 0.088, 0.093, 0.086, 0.099, 0.126, 0.139, 0.132, 0.133, 0.089, 0.094, 0.098, 0.078, 0.097, 0.098, 0.414, -0.669, -0.003, 0.000, 0.670, -0.687, -0.319, -0.696, 0.643, -0.714, 0.663, -0.715, 0.665, -0.714, 0.663],
  "spin_multiplicity": 1,
  "e_tot_ev": -103583.8411,
  "charge": 0
}


Entry 6:
{
  "formula": "C2H4O2P",
  "method": "wB97M-V/def2-TZVPD",
  "symbols": ["C", "C", "O", "O", "P", "H", "H", "H", "H"],
  "positions_angstrom": [[-0.17, 0.16, -0.82], [0.50, 0.43, 0.55], [-0.96, -1.01, -0.64], [0.04, -0.62, 1.41], [-0.92, -1.65, 0.77], [-0.83, 0.97, -1.14], [0.55, -0.03, -1.62], [1.59, 0.38, 0.50], [0.20, 1.38, 0.99]],
  "lowdin_charge": [-0.137, -0.137, -0.273, -0.273, 1.237, 0.146, 0.146, 0.146, 0.146],
  "spin_multiplicity": 1,
  "e_tot_ev": -15515.2555,
  "charge": 1
}